1.
Entry from OMol25: a structure of composition C10H8N3O6Rh at a distorted geometry (ωB97M-V/def2-TZVPD).

```
28
Properties=species:S:1:pos:R:3:forces:R:3:lowdin_spin:R:1
O 3.804 -0.428 -4.126 -1.847 -0.012 2.540 0.000
C 3.120 -0.462 -3.208 1.800 -0.051 -2.556 0.000
Rh 0.067 0.085 -0.068 -0.466 0.225 -0.860 0.670
O 3.085 -0.650 0.190 -3.472 0.781 -0.042 0.022
C 1.957 -0.432 0.127 4.106 -1.030 -0.073 0.042
C -0.348 -0.066 1.911 0.653 0.428 4.726 0.017
O -0.389 -0.111 3.061 -0.109 0.100 -3.869 0.008
C -1.828 0.444 -0.575 -3.660 0.619 -1.408 0.043
O -2.910 0.664 -0.885 3.161 -0.497 0.968 0.014
C 0.520 2.010 -0.060 1.367 5.523 -0.302 0.076
O 0.799 3.127 -0.125 -0.953 -3.879 0.201 0.011
H 0.204 0.030 -1.716 0.254 0.165 0.995 -0.005
C -3.341 -3.960 1.561 -0.648 0.033 0.439 0.028
N -2.171 -3.671 0.744 -0.417 0.347 0.476 0.293
C -1.532 -4.707 0.128 -1.855 -1.474 1.139 0.368
C -0.441 -4.446 -0.634 1.589 1.086 -1.075 0.390
C -0.014 -3.102 -0.746 1.043 -3.619 -1.251 0.369
N -0.599 -2.107 -0.072 -1.198 2.053 1.377 0.634
C -1.708 -2.362 0.698 -1.193 0.422 0.926 0.049
O -2.288 -1.463 1.345 1.113 -1.672 -1.416 0.342
N 1.065 -2.799 -1.515 -0.286 0.343 -0.922 0.549
H -3.077 -4.664 2.360 0.071 0.138 -0.174 0.013
H -4.121 -4.417 0.942 0.183 0.093 0.014 0.012
H -3.707 -3.026 1.995 0.030 -0.382 -0.101 0.000
H -1.973 -5.682 0.303 0.271 0.128 -0.171 0.017
H 0.083 -5.235 -1.165 -0.085 0.008 0.112 0.009
H 1.422 -3.525 -2.130 0.294 -0.064 0.149 0.011
H 1.154 -1.854 -1.889 0.252 0.190 0.158 0.018
```
Positions in Å, forces in eV/Å.

Output
Total charge   +2
Lowest unoccupied orbital energy (spin up / spin down)   -6.9951 / -11.9912 eV
Spin multiplicity   5
Orbital gap (spin up / spin down)   7.12 / 6.61 eV
E_HOMO (spin up / spin down)   -14.12 / -18.60 eV

---

2.
Entry from OMol25: a cluster of 11 separate species, C24H66F3O22 in total at a distorted geometry (ωB97M-V/def2-TZVPD).

```
115
Properties=species:S:1:pos:R:3:forces:R:3:lowdin_charge:R:1
C 20.336 -16.974 -8.296 -0.471 1.209 -1.217 -0.406
O 19.236 -16.099 -7.923 0.112 -0.298 0.340 -0.097
O 21.132 -16.245 -9.086 0.679 -0.399 -0.174 -0.184
C 21.015 -17.488 -7.020 -1.152 0.033 0.780 -0.523
F 20.054 -17.949 -6.150 0.159 -0.255 -0.053 0.089
F 21.826 -18.520 -7.222 0.472 -0.074 -0.247 0.159
F 21.655 -16.544 -6.322 0.260 0.065 -0.431 0.148
C 18.028 -16.650 -7.421 -0.262 0.861 0.006 -0.267
C 16.957 -15.608 -7.667 -0.686 0.620 -0.884 -0.066
H 15.936 -15.991 -7.598 0.163 -0.208 0.370 0.065
H 17.027 -14.702 -7.061 0.070 -0.270 0.403 0.058
H 17.012 -15.225 -8.695 0.245 -0.255 -0.033 0.090
H 18.126 -16.792 -6.344 -0.127 -0.487 -0.008 0.104
H 17.726 -17.568 -7.938 0.325 -0.194 0.119 0.109
H 19.899 -17.807 -8.880 -0.113 -0.467 0.734 0.144
C 18.560 -16.565 -11.489 -0.421 0.315 -0.891 -0.259
C 18.900 -17.724 -12.425 -0.062 -0.236 0.609 -0.207
O 19.687 -18.714 -11.762 -0.313 0.097 -0.062 -0.100
O 19.561 -15.579 -11.374 0.238 -0.535 0.500 -0.067
H 18.208 -17.012 -10.548 0.368 0.187 0.192 0.110
H 17.677 -16.060 -11.909 0.081 -0.003 -0.011 0.114
H 19.426 -17.429 -13.336 -0.124 0.372 0.024 0.121
H 17.957 -18.205 -12.703 0.084 -0.090 -0.043 0.114
H 20.546 -18.319 -11.549 0.346 -0.337 -0.193 0.044
H 20.148 -15.777 -10.603 -0.230 0.086 -0.045 0.053
C 20.736 -17.467 -2.594 0.458 0.276 1.691 -0.207
C 22.012 -16.863 -3.109 0.438 0.532 0.381 -0.227
O 23.049 -16.726 -2.116 -0.225 -0.242 0.023 -0.071
O 20.292 -16.718 -1.420 -0.128 -0.337 -0.982 -0.080
H 20.973 -18.470 -2.221 -0.274 -0.181 -0.455 0.123
H 19.954 -17.439 -3.349 0.142 -0.263 -0.247 0.114
H 21.826 -15.855 -3.484 -0.106 -0.223 -0.538 0.115
H 22.447 -17.540 -3.842 -0.235 0.276 -0.378 0.114
H 22.966 -15.866 -1.694 -0.255 -0.097 0.137 0.098
H 19.372 -16.989 -1.351 -0.032 0.307 0.415 0.072
C 14.155 -18.852 -5.198 1.821 0.967 0.978 -0.259
C 15.252 -18.949 -6.280 -1.688 0.061 -1.405 -0.189
O 14.809 -18.383 -7.545 0.075 0.209 0.472 -0.089
O 12.831 -18.954 -5.614 -0.405 -0.315 -0.426 -0.042
H 14.375 -17.917 -4.659 -0.589 0.171 -0.144 0.119
H 14.355 -19.603 -4.434 -0.251 -0.332 -0.224 0.121
H 15.430 -19.997 -6.513 0.688 0.046 0.386 0.096
H 16.094 -18.313 -6.025 0.418 -0.663 0.396 0.106
H 13.851 -18.307 -7.517 -0.032 -0.239 -0.212 0.055
H 12.579 -18.170 -6.109 -0.051 0.122 0.220 0.086
C 22.298 -22.021 -9.442 -1.376 -0.026 -1.176 -0.230
C 23.041 -21.798 -8.158 1.264 -0.848 -0.623 -0.206
O 24.439 -21.638 -8.505 -0.412 0.403 0.130 -0.082
O 22.895 -23.054 -10.251 0.668 0.173 0.454 -0.075
H 22.274 -21.073 -9.988 0.277 -0.076 -0.108 0.103
H 21.240 -22.303 -9.395 0.015 0.274 0.906 0.108
H 23.034 -22.664 -7.490 -0.647 0.153 0.185 0.118
H 22.686 -20.879 -7.698 0.052 -0.083 0.234 0.106
H 24.610 -22.323 -9.162 0.090 0.032 0.007 0.066
H 22.211 -23.433 -10.804 -0.004 0.036 -0.025 0.081
C 23.402 -18.633 -10.376 0.109 0.059 0.775 -0.236
C 24.316 -17.462 -10.100 0.137 0.015 0.423 -0.201
O 23.795 -16.784 -8.949 0.499 -0.155 -0.695 -0.112
O 22.172 -18.180 -10.867 -0.727 -0.138 -0.787 -0.082
H 23.236 -19.089 -9.392 0.200 -0.123 -0.051 0.103
H 23.816 -19.419 -11.007 -0.044 0.262 -0.390 0.125
H 24.418 -16.734 -10.912 -0.197 -0.316 -0.288 0.123
H 25.318 -17.861 -9.909 -0.030 0.244 0.430 0.119
H 22.910 -16.445 -9.217 -0.009 -0.491 0.404 0.030
H 21.724 -17.621 -10.204 0.276 0.459 0.373 0.049
C 15.894 -11.270 -6.718 -0.745 0.293 0.477 -0.225
C 16.951 -10.579 -5.879 0.302 -1.214 0.166 -0.254
O 18.119 -10.388 -6.657 -0.058 0.709 0.414 -0.069
O 14.726 -11.437 -5.876 0.201 0.061 -0.375 -0.088
H 16.222 -12.247 -7.073 0.231 0.041 -0.022 0.103
H 15.636 -10.643 -7.575 0.140 -0.032 -0.067 0.120
H 17.175 -11.227 -5.020 -0.033 0.011 -0.041 0.119
H 16.546 -9.668 -5.436 0.226 0.333 -0.447 0.117
H 18.669 -11.176 -6.560 -0.313 -0.085 -0.320 0.040
H 13.963 -11.326 -6.448 -0.096 -0.076 0.126 0.068
C 17.529 -21.034 -8.145 -0.270 0.842 0.081 -0.280
C 17.843 -20.564 -9.541 0.782 0.284 0.674 -0.229
O 19.254 -20.379 -9.574 0.027 0.025 -0.284 -0.099
O 18.237 -22.184 -7.787 -0.233 -0.860 0.288 -0.047
H 16.454 -21.208 -8.053 0.054 -0.436 -0.039 0.112
H 17.734 -20.202 -7.456 0.232 -0.078 -0.001 0.109
H 17.394 -19.573 -9.661 -0.529 -0.256 -0.404 0.117
H 17.536 -21.316 -10.272 -0.189 0.230 -0.198 0.123
H 19.421 -19.729 -10.285 0.202 -0.241 -0.065 0.039
H 19.169 -22.099 -8.008 -0.026 0.435 -0.152 0.069
C 24.610 -16.473 -5.388 0.108 -1.048 -0.265 -0.263
C 25.779 -16.670 -6.336 0.671 0.611 0.615 -0.237
O 26.416 -17.941 -6.261 -0.082 -0.343 0.098 -0.067
O 25.049 -16.172 -4.084 0.532 0.289 0.243 -0.065
H 24.130 -17.466 -5.401 -0.554 0.399 0.003 0.114
H 23.978 -15.678 -5.785 -0.248 -0.108 -0.063 0.112
H 26.556 -15.978 -5.987 -0.098 0.188 -0.442 0.122
H 25.457 -16.466 -7.353 0.014 0.211 -0.036 0.095
H 25.999 -18.541 -6.886 -0.128 0.022 0.033 0.073
H 24.339 -16.252 -3.429 0.114 -0.234 -0.233 0.031
C 22.557 -12.116 -9.627 0.840 0.465 -0.824 -0.240
C 23.268 -13.439 -9.674 -0.082 -0.674 0.664 -0.241
O 23.350 -14.056 -8.389 -0.208 0.405 -0.175 -0.078
O 23.252 -11.155 -8.834 -0.389 0.094 0.357 -0.073
H 21.521 -12.201 -9.313 0.002 -0.002 0.329 0.116
H 22.573 -11.731 -10.659 -0.311 -0.118 -0.019 0.114
H 24.299 -13.297 -10.026 -0.099 0.075 -0.195 0.120
H 22.739 -14.108 -10.360 0.079 0.120 -0.152 0.124
H 22.920 -14.915 -8.471 -0.022 0.234 0.350 0.025
H 24.171 -11.422 -8.748 -0.039 -0.150 0.009 0.074
C 20.252 -13.215 -6.573 -0.256 -0.242 0.063 -0.203
C 19.985 -13.729 -5.173 0.609 -0.661 0.150 -0.241
O 19.759 -12.759 -4.179 -0.874 0.369 0.583 -0.060
O 19.050 -13.017 -7.332 0.356 -0.115 0.480 -0.080
H 20.891 -13.933 -7.086 0.141 0.097 -0.125 0.102
H 20.773 -12.257 -6.494 0.036 0.002 -0.255 0.129
H 20.817 -14.366 -4.851 0.266 0.138 -0.174 0.095
H 19.132 -14.417 -5.162 -0.183 0.267 -0.129 0.123
H 20.229 -11.933 -4.308 0.264 -0.173 -0.402 0.085
H 18.714 -13.917 -7.457 0.088 0.228 -0.349 0.041
```
Positions in Å, forces in eV/Å.

Output
Total charge   -1
Lowest unoccupied orbital energy   1.7514 eV
Orbital gap   8.70 eV
E_HOMO   -6.95 eV

---

3.
Entry from OMol25: an isolated molecule of C3H7NO (ωB97M-V/def2-TZVPD).

```
12
Properties=species:S:1:pos:R:3:forces:R:3:nbo_charge:R:1
C 1.512 -1.183 -0.053 0.438 -0.262 0.108 -0.272
O 1.161 -0.531 1.196 -0.094 -0.179 -0.254 -0.501
C 0.105 0.282 1.014 -0.303 -0.040 -0.647 0.400
N -0.385 0.289 -0.138 0.076 0.107 0.207 -0.521
C -1.535 0.967 -0.590 -0.383 0.319 -0.101 -0.418
H 0.671 -1.535 -0.668 0.169 0.091 0.742 0.212
H 2.052 -0.473 -0.690 0.089 -0.212 0.216 0.187
H 2.113 -2.022 0.265 0.424 -0.065 -0.074 0.186
H -0.214 0.850 1.904 0.188 -0.324 -0.246 0.156
H -2.025 1.591 0.166 -0.129 0.093 -0.079 0.167
H -1.227 1.566 -1.451 -0.346 0.146 0.083 0.202
H -2.229 0.201 -0.956 -0.129 0.326 0.045 0.201
```
Positions in Å, forces in eV/Å.

Output
Lowest unoccupied orbital energy   1.1110 eV
Orbital gap   10.57 eV
E_HOMO   -9.46 eV

---

4.
Entry from OMol25: a structure of composition C33H26N6O5Ti (ωB97M-V/def2-TZVPD).

```
71
Properties=species:S:1:pos:R:3:forces:R:3:lowdin_charge:R:1
Ti 0.259 0.130 0.611 0.495 0.016 -0.219 1.188
O 3.147 3.107 0.512 0.003 0.006 0.022 0.067
C 2.593 1.832 0.721 -0.026 -0.051 -0.057 -0.628
O 1.277 1.801 0.447 -0.212 -0.069 0.018 -0.192
C 3.292 0.926 -0.296 0.000 0.007 -0.007 -0.083
O 2.572 -0.296 -0.378 -0.097 -0.067 0.019 -0.156
C 3.142 -1.405 0.303 0.016 -0.015 -0.015 -0.087
C 2.319 -1.833 1.512 -0.059 0.051 -0.015 -0.611
O 2.686 -2.785 2.162 0.005 -0.005 0.009 0.091
O 1.224 -1.156 1.714 -0.114 0.079 -0.004 -0.123
H 2.609 3.732 1.014 0.002 0.000 0.000 0.118
H 4.348 0.741 -0.108 0.008 0.000 -0.014 0.122
H 3.194 1.437 -1.252 -0.006 -0.004 -0.003 0.145
H 4.162 -1.197 0.624 -0.003 0.009 0.015 0.132
H 3.173 -2.252 -0.385 0.016 0.010 -0.008 0.137
C -3.965 -2.302 -2.225 0.018 -0.001 0.009 -0.096
C -3.751 -0.940 -2.389 -0.002 -0.001 0.020 -0.078
C -3.040 -0.225 -1.435 -0.064 -0.007 -0.023 -0.045
C -2.521 -0.862 -0.309 0.076 0.062 -0.027 -0.314
C -2.773 -2.219 -0.134 -0.028 -0.015 0.019 -0.031
C -3.481 -2.937 -1.088 -0.003 0.006 0.002 -0.080
N -1.733 -0.148 0.637 -0.209 0.037 -0.005 -0.050
C -2.457 0.642 1.534 0.093 0.075 -0.038 -0.230
C -3.837 0.825 1.585 -0.019 -0.148 -0.016 -0.031
C -4.380 1.705 2.512 -0.027 -0.025 -0.002 -0.112
C -3.558 2.408 3.382 0.029 -0.007 0.012 -0.112
C -2.183 2.230 3.344 0.048 -0.078 0.173 -0.029
C -1.637 1.335 2.433 0.004 0.040 -0.195 -0.216
N -0.288 1.094 2.200 -0.097 0.132 0.237 -0.125
N 0.524 1.674 3.121 -0.043 -0.020 -0.052 0.096
C 1.807 1.769 3.115 0.116 0.005 -0.004 -0.238
C 2.354 2.292 4.369 -0.062 -0.020 -0.057 -0.017
C 3.645 2.174 4.699 0.067 -0.004 0.012 -0.082
C 4.563 1.576 3.764 0.017 0.012 0.061 -0.075
C 4.119 1.278 2.540 -0.085 0.004 -0.054 -0.075
N 2.794 1.417 2.133 -0.001 0.009 0.068 0.078
H -4.517 -2.861 -2.969 0.001 0.000 -0.001 0.098
H -4.142 -0.430 -3.261 -0.003 0.003 -0.001 0.103
H -2.880 0.840 -1.555 -0.023 -0.015 0.011 0.118
H -2.400 -2.701 0.761 0.004 -0.006 -0.004 0.122
H -3.663 -3.994 -0.939 0.003 0.000 0.001 0.103
H -4.485 0.282 0.910 0.003 0.006 -0.024 0.105
H -5.454 1.844 2.548 0.000 -0.002 -0.005 0.094
H -3.989 3.100 4.094 0.002 0.001 0.002 0.094
H -1.526 2.765 4.015 0.005 0.009 -0.013 0.096
H 1.624 2.721 5.040 -0.004 -0.004 -0.005 0.109
H 4.001 2.529 5.657 -0.003 -0.004 -0.003 0.102
H 5.598 1.402 4.018 -0.003 0.004 -0.001 0.099
H 4.794 0.911 1.783 0.006 0.004 0.001 0.111
C 0.301 -4.102 -1.267 -0.012 0.017 0.033 -0.008
C 0.307 -3.012 -0.386 -0.050 -0.034 -0.046 -0.090
N 0.177 -1.766 -0.798 0.015 -0.027 0.192 0.082
C 0.011 -1.539 -2.114 -0.041 0.167 -0.036 -0.134
C -0.011 -2.555 -3.069 -0.011 -0.045 -0.074 -0.127
C 0.145 -3.873 -2.608 -0.002 0.010 -0.037 0.015
C -0.191 -2.213 -4.455 -0.002 -0.039 0.035 -0.008
C -0.348 -0.930 -4.837 -0.009 0.061 0.008 -0.009
C -0.347 0.135 -3.872 -0.128 0.015 -0.083 -0.134
C -0.548 1.486 -4.203 0.005 -0.028 -0.002 0.011
C -0.552 2.430 -3.208 0.002 -0.015 0.039 -0.016
C -0.340 2.027 -1.883 -0.007 0.035 -0.078 -0.079
N -0.162 0.764 -1.552 0.223 -0.018 0.100 0.062
C -0.175 -0.170 -2.521 0.163 -0.116 0.086 -0.145
H 0.418 -5.102 -0.874 -0.001 0.004 0.006 0.117
H 0.411 -3.162 0.681 0.006 -0.008 0.000 0.127
H 0.135 -4.693 -3.316 -0.002 0.003 -0.001 0.123
H -0.202 -3.012 -5.186 0.001 -0.004 0.007 0.118
H -0.486 -0.679 -5.881 0.000 0.005 0.002 0.118
H -0.699 1.768 -5.238 0.001 -0.005 0.000 0.123
H -0.704 3.477 -3.427 0.001 0.001 0.004 0.113
H -0.298 2.744 -1.074 0.004 -0.001 0.004 0.128
```
Positions in Å, forces in eV/Å.

Output
Lowest unoccupied orbital energy   -0.8441 eV
Orbital gap   5.48 eV
E_HOMO   -6.33 eV

---

5.
Entry from OMol25: an isolated molecule of C4HIN2O at a distorted geometry (ωB97M-V/def2-TZVPD).

```
9
Properties=species:S:1:pos:R:3:forces:R:3:nbo_charge:R:1
C 0.302 1.089 -0.872 -0.074 0.029 0.268 0.268
C 1.432 -0.640 0.289 -0.144 0.033 0.120 0.266
C -1.019 -0.646 0.136 -1.257 -0.255 0.143 0.503
C 0.242 0.195 0.275 0.434 0.181 0.155 -0.533
N 0.346 1.779 -1.778 0.011 0.486 -0.630 -0.224
N 2.366 -1.292 0.311 0.596 -0.422 0.036 -0.224
O -1.096 -1.753 -0.255 0.384 0.208 0.099 -0.441
I -2.781 0.468 0.704 0.175 -0.073 -0.050 0.070
H 0.206 0.801 1.191 -0.126 -0.189 -0.141 0.315
```
Positions in Å, forces in eV/Å.

Output
Lowest unoccupied orbital energy   -0.5043 eV
Orbital gap   10.24 eV
E_HOMO   -10.75 eV

---

6.
Entry from OMol25: an isolated molecule of C4H7NO2 at a distorted geometry (ωB97M-V/def2-TZVPD).

```
14
Properties=species:S:1:pos:R:3:forces:R:3:nbo_charge:R:1
C 0.513 -0.643 -0.505 0.145 3.513 -1.213 0.502
C 0.018 -0.127 0.801 -1.341 -0.836 0.195 -0.527
C -1.120 0.725 0.357 0.527 4.593 0.196 -0.424
C -0.449 1.435 -0.848 0.102 -1.515 -0.102 -0.081
H 2.012 -2.904 0.002 0.673 -1.520 0.887 0.483
H -0.401 -0.871 1.403 -0.347 -1.761 0.795 0.250
H 0.737 0.318 1.491 0.342 0.409 -0.749 0.249
H -1.239 1.645 1.024 -0.596 -1.556 -0.200 0.212
H -2.075 0.270 0.089 0.318 -0.225 0.218 0.224
H 0.455 1.999 -0.396 -1.892 0.173 -1.230 0.186
H -1.245 1.866 -1.556 1.907 -0.035 0.990 0.219
N 1.313 -1.562 -0.746 -0.810 -1.151 0.119 -0.201
O 1.289 -2.450 0.418 0.797 0.957 -1.326 -0.589
O 0.193 0.299 -1.534 0.176 -1.045 1.420 -0.505
```
Positions in Å, forces in eV/Å.

Output
Lowest unoccupied orbital energy   0.9230 eV
Orbital gap   10.20 eV
E_HOMO   -9.28 eV

---

How do the records compare in E? In the order shown, they have -30240.76858; -79153.10570; -6760.86237; -76940.00492; -17290.84926; -9843.45766 eV.
How do the records compare in relative energy (zero: lowest compared OMol25 entry of this formula, charge and spin)? In the order shown, they have 0.071; 0.000; 1.888; 0.702; 0.000; 3.822 eV.